The following is a DFT calculation (ωB97M-V/def2-TZVPD) of a structure of composition C40H35BrFKN5OS.

Last column: Löwdin charge in e.
CARTESIAN COORDINATES (ANGSTROEM)
Br1 -4.6384 -5.2531 3.8847  0.643
K1 1.1933 -1.5660 -0.3714  0.600
S1 2.7397 -0.0918 2.2329  0.628
F1 5.5296 2.1892 -4.6664  -0.009
O1 0.4243 -3.6850 1.0400  -0.131
N1 -0.5007 -0.1050 1.5371  0.146
N2 0.4698 -1.1412 3.3889  0.009
N3 2.2801 -2.2400 3.8061  -0.118
N4 -0.6696 -0.1356 -2.1249  0.092
N5 -1.3875 -2.5832 -1.0571  0.074
C1 -1.1575 4.5137 -0.1857  -0.276
C2 3.6599 -2.6684 3.7549  -0.044
C3 3.5633 0.8838 -4.4171  -0.072
C4 4.7354 1.3809 -3.8899  -0.326
C5 4.2924 0.2759 -1.8299  -0.199
C6 1.0253 3.7616 -0.9411  -0.274
C7 -1.3233 0.4460 3.7186  -0.006
C8 -2.2599 1.3028 3.1641  -0.069
C9 -1.4212 0.6343 -4.6942  -0.019
C10 -1.8846 -0.5971 -4.1712  -0.159
C11 -2.7372 -1.4644 -4.8980  -0.058
C12 -3.0558 -4.8029 2.9198  -0.724
C13 -2.2303 -3.0150 -0.1944  -0.110
C14 2.0148 3.5345 -2.0487  -0.045
C15 -2.5177 5.0785 -0.5023  -0.059
C16 -0.2201 4.3241 -1.1980  -0.028
C17 -0.4755 -0.2263 2.8516  -0.287
C18 -2.2937 1.4565 1.7893  -0.064
C19 -2.7123 -3.0080 -3.0441  -0.028
C20 -0.8202 4.1467 1.1091  -0.048
C21 -1.8177 -5.3157 3.3377  -0.160
C22 -3.1237 -4.0302 1.7930  -0.121
C23 0.7725 3.1798 2.8082  -0.049
C24 -0.6034 1.4228 -3.9437  -0.041
C25 -3.1411 -2.6401 -4.3368  -0.089
C26 -1.9730 -3.6737 1.0645  -0.136
C27 1.3298 3.3945 0.3697  0.004
C28 -1.3932 0.7358 1.0178  -0.096
C29 1.2551 -2.8682 4.4891  -0.052
C30 -1.4632 -0.9491 -2.8714  -0.152
C31 2.7743 0.0635 -3.6042  -0.215
C32 -0.2535 0.9873 -2.6462  -0.135
C33 0.1266 -2.1906 4.2304  -0.042
C34 -1.8877 -2.1944 -2.3022  -0.216
C35 0.4224 3.5876 1.4025  -0.262
C36 -0.6629 -4.0674 1.5362  -0.421
C37 3.0766 -0.2872 -2.2721  -0.204
C38 1.8143 -1.1627 3.1242  -0.755
C39 5.1278 1.0882 -2.6034  -0.073
C40 -0.6810 -4.9766 2.6616  -0.047
H1 -4.0897 -3.6946 1.4314  0.098
H2 4.6376 0.0669 -0.8165  0.057
H3 1.4125 -3.7702 5.0509  0.121
H4 -3.7853 -3.3130 -4.8893  0.098
H5 3.2883 1.1268 -5.4387  0.096
H6 -1.7733 -5.9812 4.1919  0.091
H7 -3.0495 -1.1827 -5.8965  0.104
H8 -0.1207 3.1088 3.4311  0.063
H9 4.3119 -1.8821 4.1330  0.080
H10 2.9568 4.0446 -1.8401  0.088
H11 -2.9430 1.8501 3.8013  0.109
H12 -3.0494 5.3589 0.4075  0.069
H13 -2.9981 -3.9688 -2.6346  0.110
H14 0.2816 -5.3648 2.9727  0.102
H15 -0.4718 4.6082 -2.2158  0.114
H16 6.0573 1.4965 -2.2200  0.096
H17 2.2541 2.4743 -2.1617  0.057
H18 -2.9969 2.1259 1.3129  0.105
H19 3.7630 -3.5662 4.3601  0.087
H20 1.2818 2.2140 2.8144  0.019
H21 -0.2079 2.3574 -4.3180  0.103
H22 1.8658 -0.3267 -4.0668  0.061
H23 0.3982 1.5947 -2.0275  0.086
H24 -1.7183 0.9258 -5.6955  0.112
H25 3.9406 -2.8804 2.7242  0.091
H26 -1.3834 0.8171 -0.0620  0.095
H27 -1.2328 0.3071 4.7871  0.118
H28 1.6349 3.9034 -3.0021  0.075
H29 -2.4424 5.9622 -1.1382  0.074
H30 -1.5415 4.2870 1.9092  0.110
H31 -3.1295 4.3465 -1.0354  0.077
H32 1.4449 3.9092 3.2669  0.083
H33 -3.3031 -2.9248 -0.4259  0.122
H34 -0.8956 -2.3954 4.4928  0.130
H35 2.2815 2.9167 0.5800  0.123

Summary:
Net charge: -1
Gap between HOMO and LUMO, eV: 5.7
Maximum force, eV/Å: 0.2